Entry 1:
Computed, not measured: a structure of composition C43H34ClP3S2Sn, with ωB97M-V/def2-TZVPD.

Output
energy above the lowest of the compared OMol25 structures with the same formula, charge and spin: 71.90 kJ/mol
net charge: +2
highest occupied orbital energy: -13.25 eV

XYZ file:
```
84
Properties=species:S:1:pos:R:3:forces:R:3
Sn 2.33844 -0.39949 2.08694 0.2 -0.1 -0.1
S 2.40942 1.78620 0.81648 0.1 0.1 0.2
P 0.38299 2.03740 0.75261 0.1 0.1 -0.2
C -0.30330 0.43657 0.96193 0.1 -0.1 -0.1
P -1.92053 0.02314 1.34658 -0.2 0.0 0.0
S -0.47815 -0.24757 2.77158 -0.4 0.0 0.2
C -3.18301 1.18776 1.83525 0.1 0.0 -0.1
C -3.09533 1.90449 3.02876 0.1 -0.1 0.0
C -4.06993 2.83545 3.33079 0.0 0.1 0.1
C -5.11626 3.06387 2.44983 0.0 0.0 0.0
C -5.20378 2.35496 1.26067 0.0 0.0 0.0
C -4.24296 1.40838 0.95065 0.0 0.0 0.0
C -2.62923 -1.34740 0.47193 0.0 0.0 0.0
C -2.05959 -1.75759 -0.73122 0.0 0.2 0.0
C -2.64647 -2.78988 -1.44093 -0.4 0.3 -0.1
C -3.77949 -3.41411 -0.94277 -0.1 0.1 0.0
C -4.34249 -3.00961 0.26105 0.0 0.0 0.0
C -3.77620 -1.96798 0.97064 0.0 0.1 0.1
C -0.14069 3.30094 1.91255 0.1 -0.2 0.0
C 0.30679 3.26512 3.23344 0.1 -0.1 0.0
C -0.16806 4.19395 4.14198 0.0 0.0 0.0
C -1.07311 5.16373 3.73127 0.0 0.0 0.0
C -1.50748 5.20658 2.41691 -0.1 0.0 0.0
C -1.04873 4.27315 1.50434 -0.1 0.0 -0.1
C -0.04118 2.63006 -0.89059 -0.1 -0.1 0.0
C -1.31901 2.42644 -1.40774 0.0 -0.1 0.1
C -1.64947 2.92859 -2.65261 0.0 0.1 -0.1
C -0.71128 3.65245 -3.37844 0.0 0.0 0.0
C 0.55617 3.86967 -2.85902 0.0 0.0 0.0
C 0.89616 3.35444 -1.61983 0.1 0.0 0.1
H -2.28039 1.72471 3.71770 0.0 0.0 0.0
H -4.01523 3.38097 4.26115 0.0 0.0 0.1
H -5.87624 3.79189 2.69533 0.0 0.0 0.0
H -6.02568 2.52890 0.58287 -0.1 0.0 0.0
H -4.32363 0.83889 0.03540 0.0 -0.1 -0.1
H -1.17240 -1.25984 -1.09988 0.0 0.0 0.0
H -2.22053 -3.10832 -2.38159 -0.2 0.2 0.0
H -4.23356 -4.22192 -1.49878 0.0 0.0 0.0
H -5.22587 -3.50101 0.63998 -0.1 0.0 0.0
H -4.22117 -1.63762 1.90033 0.0 0.0 0.0
H 1.04482 2.53235 3.54276 0.0 0.0 0.0
H 0.18163 4.17620 5.16309 0.0 0.0 0.1
H -1.42782 5.89952 4.43801 0.0 0.0 0.1
H -2.19823 5.97314 2.09779 0.0 0.0 0.0
H -1.38539 4.31275 0.47522 0.0 0.0 0.1
H -2.07203 1.89483 -0.83741 0.0 0.0 0.0
H -2.63963 2.76808 -3.05269 -0.1 0.0 0.0
H -0.97345 4.05228 -4.34677 0.0 0.0 -0.1
H 1.28304 4.43949 -3.41878 0.0 0.0 0.0
H 1.89090 3.51507 -1.22391 0.0 0.0 0.0
Cl 5.05236 -0.48028 1.27670 0.1 -0.1 -0.1
C 5.16262 -2.14981 0.71037 -0.1 -0.1 0.0
C 6.35253 -2.81670 0.91107 0.0 -0.1 0.0
C 6.46113 -4.12471 0.45195 -0.1 0.1 0.0
C 5.39484 -4.73739 -0.18846 0.0 0.0 0.0
C 4.20824 -4.04843 -0.38047 -0.1 0.0 0.0
C 4.07470 -2.73637 0.06486 0.0 0.1 0.1
P 2.54347 -1.80283 -0.16514 0.0 0.2 -0.1
C 2.71641 -0.85208 -1.68123 0.0 0.0 0.0
C 1.57803 -0.22083 -2.18548 -0.1 -0.1 0.2
C 1.65224 0.49648 -3.36074 0.0 0.1 -0.1
C 2.86896 0.62209 -4.01864 0.0 0.0 0.0
C 4.00819 0.02479 -3.50456 0.0 0.0 0.0
C 3.93591 -0.71998 -2.33665 0.0 -0.1 0.0
C 1.19434 -2.96687 -0.39387 0.0 0.0 0.2
C 0.76997 -3.36678 -1.65892 0.0 -0.1 0.0
C -0.26123 -4.28496 -1.77285 0.5 -0.3 0.1
C -0.86468 -4.80185 -0.63578 0.3 -0.2 0.2
C -0.44222 -4.40621 0.62568 0.0 -0.1 0.0
C 0.58443 -3.48739 0.74828 0.1 0.2 0.0
H 7.17387 -2.33098 1.41323 0.1 0.0 0.0
H 7.38475 -4.66208 0.60473 0.1 0.0 0.0
H 5.48652 -5.75507 -0.53925 0.0 0.0 0.0
H 3.37233 -4.52937 -0.87464 0.0 0.0 0.0
H 0.63753 -0.30809 -1.65110 0.0 0.0 -0.1
H 0.76624 0.96745 -3.76285 0.0 0.0 0.0
H 2.92685 1.18482 -4.93877 0.0 0.0 -0.1
H 4.95188 0.12120 -4.02110 0.0 0.0 0.0
H 4.82151 -1.21268 -1.95878 0.0 0.0 0.0
H 1.24354 -2.96821 -2.54575 0.0 0.0 0.0
H -0.58692 -4.60492 -2.75179 0.0 -0.1 -0.1
H -1.66445 -5.52192 -0.73183 0.0 0.0 0.0
H -0.91118 -4.81308 1.50988 0.0 0.0 0.0
H 0.91395 -3.17699 1.73905 -0.1 -0.1 -0.1
```
Forces are in eV/Å.

Entry 2:
Computed, not measured: a structure of composition C6H11CeO4 at a distorted geometry, with ωB97M-V/def2-TZVPD.

Output
multiplicity: 2
energy above the lowest of the compared OMol25 structures with the same formula, charge and spin: 0.00 kJ/mol
net charge: +2
highest occupied orbital energy (spin up / spin down): -16.56 / -18.34 eV

XYZ file:
```
22
Properties=species:S:1:pos:R:3:forces:R:3
O 0.13014 0.57022 1.44858 0.2 -0.5 -0.1
C -1.25121 0.69812 1.78934 -0.9 0.5 0.3
C -1.94906 -0.37690 0.99009 -0.6 -0.7 1.1
O -1.45946 -0.38477 -0.34240 -0.4 0.7 -0.1
C -1.68696 -1.59382 -1.07974 -0.5 -1.4 0.3
C -0.66334 -1.76775 -2.19405 -1.9 -1.0 -1.5
O 0.58944 -1.29437 -1.82064 0.2 -3.3 -1.9
Ce 0.68742 0.23501 -0.76475 -0.8 5.8 -3.3
H -1.58352 1.71210 1.53089 0.1 -0.2 0.1
H -1.41589 0.53587 2.86199 0.0 0.0 -0.2
H -3.03814 -0.23343 1.01484 0.3 -0.1 0.0
H -1.67226 -1.34680 1.43510 -0.4 0.2 -0.1
H -2.71384 -1.56066 -1.47109 0.3 -0.4 0.1
H -1.51900 -2.42114 -0.37024 -0.5 0.2 -0.1
H -1.05400 -1.28396 -3.11131 0.6 0.0 0.3
H -0.61371 -2.84876 -2.42340 0.0 0.5 0.1
C 2.43402 -0.01813 0.47785 3.2 -0.8 3.3
O 2.39331 0.33581 1.71392 0.3 0.2 0.4
C 1.16361 0.71900 2.35183 0.5 0.3 1.5
H 3.47407 -0.30914 0.25868 0.0 0.2 0.0
H 1.07482 0.04082 3.20927 -0.1 0.2 -0.1
H 1.23419 1.76744 2.66551 0.4 -0.2 0.0
```
Forces are in eV/Å.

Entry 3:
Computed, not measured: an isolated molecule of C12H9IO at a distorted geometry, with ωB97M-V/def2-TZVPD.

Output
net charge: 0
highest occupied orbital energy: -8.37 eV

XYZ file:
```
23
Properties=species:S:1:pos:R:3:forces:R:3
C 2.00378 -2.16966 -0.57325 0.0 2.2 -1.4
C 2.67615 -0.91910 -0.55819 -1.1 -0.8 0.3
C 0.62961 -2.12856 -0.84451 0.8 0.4 1.8
C 1.92996 0.21828 -0.63150 -1.3 1.9 0.5
C -0.16606 -0.97576 -0.66291 1.7 -0.9 -1.2
C 0.51889 0.25855 -0.57878 0.3 -1.4 -1.4
C -1.00570 1.11958 1.85351 0.2 -0.6 -1.8
C -1.73890 0.08780 1.38930 -0.7 1.1 2.1
C -0.32386 2.25973 1.26576 -0.5 2.2 0.5
C -2.24695 -0.28983 0.06397 -1.7 -1.1 -0.1
C -0.10037 2.51598 -0.03356 0.4 0.0 -0.9
C -1.62524 -1.11525 -0.76672 1.1 1.6 -0.5
O -0.12023 1.44226 -0.92605 0.0 0.4 0.6
I -2.51018 -2.05603 -2.46764 0.3 0.5 0.8
H 2.68481 -2.97643 -0.67642 -0.2 -1.2 0.1
H 3.74280 -0.81766 -0.56623 0.4 -0.3 0.1
H 0.06010 -2.99317 -1.04781 -0.2 -1.2 -0.2
H 2.35525 1.21288 -0.73454 0.4 -0.2 0.1
H -0.96050 1.34509 2.86858 -0.4 -0.9 2.0
H -2.28159 -0.37960 2.26976 0.5 0.0 -1.4
H -0.28627 3.03832 2.11379 0.4 -0.6 -2.1
H -3.31161 -0.17128 -0.13252 -0.1 0.2 0.5
H 0.07611 3.49383 -0.62403 -0.2 -1.7 1.6
```
Forces are in eV/Å.

Entry 4:
Computed, not measured: the ion C14H13BCl3O3 with charge -1 at a distorted geometry, with ωB97M-V/def2-TZVPD.

Output
energy above the lowest of the compared OMol25 structures with the same formula, charge and spin: 0.00 kJ/mol
net charge: -1
highest occupied orbital energy: -5.70 eV

XYZ file:
```
34
Properties=species:S:1:pos:R:3:forces:R:3
Cl 1.33724 -1.41928 2.86557 -0.3 0.0 -0.1
B 1.37488 -1.67774 1.00815 0.4 0.1 -0.2
Cl 3.22498 -2.06519 0.60408 -0.2 -0.2 0.2
Cl 0.35478 -3.14475 0.44890 0.0 0.1 0.2
O 0.91349 -0.47803 0.34603 0.7 0.0 0.2
C 1.62115 0.03828 -0.71297 1.1 0.3 0.3
C 1.93740 1.52711 -0.56676 -0.8 0.0 0.2
C 2.24418 2.24881 -1.72346 0.1 0.2 0.3
C 2.48573 3.61971 -1.64078 0.0 -0.1 0.3
C 2.39005 4.26652 -0.39751 -0.1 -0.1 -0.2
C 2.05972 3.53715 0.75227 0.1 0.1 -0.2
C 1.83487 2.16261 0.67503 0.2 0.0 -0.4
H 2.57872 -0.48695 -0.86975 -0.4 0.3 0.3
H 2.26164 1.72462 -2.67874 0.1 0.2 0.2
H 2.73580 4.17376 -2.55000 -0.1 -0.1 0.4
H 2.54893 5.34951 -0.33842 0.0 -0.4 0.0
H 1.97763 4.04460 1.71493 0.0 -0.1 -0.3
H 1.57065 1.55915 1.54521 0.1 0.2 -0.2
C -3.83688 -0.41017 -5.45905 0.8 -0.1 0.5
O -2.51503 -0.66635 -4.94158 -0.8 0.1 -0.4
C -2.13435 -0.13297 -3.74764 0.2 0.5 1.2
C -2.89986 0.78425 -2.97926 0.3 -0.6 -0.8
C -2.37341 1.24903 -1.77515 0.4 -0.3 0.2
C -1.11627 0.84447 -1.30738 -0.5 0.5 0.0
C -0.33700 0.03025 -2.13019 0.6 0.1 0.0
O 1.00728 -0.19768 -1.94171 -1.6 -0.7 -1.2
C -0.86424 -0.52713 -3.29072 -0.6 0.5 -0.4
H -3.84717 -0.95954 -6.39925 -0.2 0.1 0.0
H -4.61521 -0.80096 -4.78758 0.2 0.1 -0.1
H -4.00448 0.65985 -5.64805 0.1 -0.2 0.1
H -3.88206 1.10752 -3.32789 0.3 0.0 0.2
H -2.94691 1.95901 -1.17560 0.1 -0.3 -0.1
H -0.75181 1.17960 -0.33550 -0.1 0.0 -0.5
H -0.26726 -1.21453 -3.88004 0.0 0.1 0.0
```
Forces are in eV/Å.

Entry 5:
Computed, not measured: an isolated molecule of C11H16N4O3 at a distorted geometry, with ωB97M-V/def2-TZVPD.

Output
energy above the lowest of the compared OMol25 structures with the same formula, charge and spin: 38.53 kJ/mol
net charge: 0
highest occupied orbital energy: -8.81 eV

XYZ file:
```
34
Properties=species:S:1:pos:R:3:forces:R:3
C 0.40065 1.67597 -1.54937 0.4 0.6 0.1
C -0.73160 0.76803 -1.06010 -0.3 0.0 -0.3
C -0.04040 2.47920 -2.78554 -0.2 0.2 0.1
C 0.28812 1.55834 -3.98684 -0.8 -0.4 -0.2
C 1.09095 0.38438 -3.38645 0.4 0.0 -0.3
C 0.44945 0.31366 1.14494 0.1 0.3 -0.3
C 1.58783 -0.70895 1.15102 0.6 -0.3 0.4
C -0.19461 0.34035 2.53823 -0.4 0.4 0.0
C -0.83654 -0.96357 2.89302 0.6 -0.1 0.5
C -0.46599 -1.84524 3.87879 0.2 0.0 0.2
C -2.18491 -2.61708 2.72871 -0.1 -0.8 0.3
H 1.84946 0.18809 -1.46492 0.3 -0.5 0.3
H 0.76335 2.34458 -0.72565 -0.4 -0.5 -0.7
H -1.09740 2.78305 -2.73374 0.4 -0.3 0.0
H 0.56495 3.38787 -2.85766 -0.1 -0.1 0.1
H -0.63745 1.18782 -4.49490 0.8 0.3 0.5
H 0.87003 2.10347 -4.72218 0.1 0.0 -0.1
H 1.97706 0.10502 -3.99906 -0.6 0.1 0.4
H 0.43567 -0.48961 -3.26713 0.1 0.0 -0.2
H -1.37011 -0.46934 0.40535 0.7 0.4 -0.3
H 0.93402 1.28131 0.94417 -0.1 -0.3 0.2
H -0.95262 1.14239 2.56908 0.3 -0.3 -0.1
H 0.58285 0.60512 3.25614 -0.1 -0.2 0.0
H 0.32210 -1.83202 4.64033 -0.5 0.1 -0.6
H -2.97185 -3.32964 2.44943 0.4 0.6 0.0
H -1.39055 -3.73573 4.35257 0.1 0.7 -0.5
H 0.72113 -1.51960 -0.30945 -0.5 0.2 -0.3
N 1.53749 0.90365 -2.08926 -0.4 0.6 -0.1
N -0.52314 0.05065 0.09384 -0.8 -0.5 0.6
N -1.90175 -1.46507 2.18219 -0.1 -0.1 0.0
N -1.34203 -2.89852 3.76427 -0.3 -0.5 0.1
O -1.75472 0.59302 -1.70126 0.4 0.1 0.2
O 2.46854 -0.69464 1.97729 -0.6 0.0 -0.6
O 1.55201 -1.62697 0.16413 0.6 0.0 0.6
```
Forces are in eV/Å.

Entry 6:
Computed, not measured: an isolated molecule of C2H3N3, with ωB97M-V/def2-TZVPD.

Output
energy above the lowest of the compared OMol25 structures with the same formula, charge and spin: 85.27 kJ/mol
net charge: 0
highest occupied orbital energy: -9.90 eV

XYZ file:
```
8
Properties=species:S:1:pos:R:3:forces:R:3
N -1.29803 0.69237 0.01097 -0.2 -0.4 -0.1
C -1.02909 -0.54184 -0.09494 -0.2 0.3 0.0
N 0.30007 -0.98803 -0.11706 0.4 0.5 -0.1
C 1.18727 -0.13042 -0.01683 0.3 0.0 -0.1
N 2.07332 0.69020 -0.08127 -0.4 -0.8 -0.3
H -2.29707 0.85919 -0.06034 -0.1 -0.1 0.1
H -1.74386 -1.35610 -0.23456 0.0 0.2 0.1
H 2.80738 0.77463 0.59402 0.1 0.2 0.4
```
Forces are in eV/Å.

We obtain E values of -4153.459947, -1010.558415, -835.467937, -2172.673254, -873.553367, -242.240199 Eh for the records listed above, in that order.